[1]
{"formula": "C23H40Cl2N4O7PbSi2Te", "method": "the ωB97M-V functional and the def2-TZVPD basis", "elements": ["Pb", "N", "C", "C", "O", "N", "C", "C", "O", "O", "H", "H", "H", "H", "H", "H", "C", "C", "N", "O", "H", "H", "H", "H", "H", "O", "C", "N", "C", "Si", "C", "C", "C", "Te", "C", "Si", "C", "C", "C", "H", "H", "H", "H", "H", "H", "H", "H", "H", "H", "H", "H", "H", "H", "H", "H", "H", "H", "H", "H", "H", "H", "O", "C", "O", "C", "C", "C", "C", "C", "C", "H", "H", "H", "H", "H", "Cl", "C", "Cl", "H", "H"], "xyz": [[-0.448, 1.515, -0.956], [-0.294, 4.089, -0.690], [0.056, 4.328, 0.674], [-0.338, 3.191, 1.679], [0.067, 3.334, 2.828], [-0.985, 2.113, 1.224], [-1.202, 1.045, 2.183], [-0.013, 0.077, 2.349], [0.109, -0.658, 3.366], [0.765, -0.025, 1.305], [0.390, 4.223, -1.411], [-1.272, 4.149, -0.978], [-0.417, 5.243, 1.142], [1.167, 4.397, 0.821], [-2.115, 0.552, 1.844], [-1.244, 1.478, 3.214], [-4.343, 5.403, -2.870], [-3.679, 4.079, -2.458], [-4.164, 3.014, -3.152], [-2.840, 4.012, -1.553], [-4.642, 5.928, -1.955], [-5.226, 5.387, -3.534], [-3.591, 5.993, -3.377], [-4.888, 3.205, -3.839], [-3.548, 2.231, -3.309], [3.811, -0.007, -2.050], [2.654, -0.111, -1.749], [1.525, -0.361, -1.421], [6.269, 0.252, 1.714], [4.394, 0.203, 1.941], [3.602, 1.502, 0.875], [3.942, 0.206, 3.708], [3.861, -1.512, 1.282], [1.715, -1.906, 1.047], [1.519, -3.199, 2.866], [0.119, -4.499, 3.002], [-1.420, -4.078, 2.042], [0.755, -6.229, 2.449], [-0.163, -4.679, 4.810], [6.857, 0.856, 2.529], [6.590, 0.553, 0.697], [6.638, -0.787, 1.791], [3.826, 2.460, 1.392], [2.539, 1.407, 0.793], [3.984, 1.655, -0.118], [4.095, 1.227, 4.213], [4.480, -0.505, 4.324], [2.863, -0.039, 3.898], [4.140, -2.301, 1.990], [4.284, -1.587, 0.290], [1.233, -2.464, 3.641], [2.486, -3.688, 3.049], [-2.141, -4.890, 2.081], [-1.154, -3.880, 0.980], [-1.869, -3.108, 2.414], [1.608, -6.111, 1.750], [-0.043, -6.753, 1.913], [0.998, -6.823, 3.330], [-0.334, -3.702, 5.306], [0.670, -5.219, 5.262], [-1.126, -5.298, 4.944], [-1.904, 0.911, -3.254], [-2.352, -0.027, -2.531], [-2.083, -0.185, -1.274], [-3.134, -1.151, -3.109], [-2.894, -1.582, -4.387], [-3.518, -2.668, -4.914], [-4.499, -3.266, -4.164], [-4.866, -2.788, -2.916], [-4.170, -1.733, -2.314], [-2.084, -1.068, -4.926], [-3.312, -3.075, -5.919], [-5.021, -4.172, -4.522], [-5.774, -3.187, -2.429], [-4.448, -1.391, -1.298], [2.815, 4.578, -2.933], [1.928, 4.163, -4.468], [0.645, 3.001, -4.077], [2.613, 3.676, -5.160], [1.544, 5.078, -4.936]], "mulliken_charge": [1.381, -0.472, -0.407, 0.586, -0.739, -0.265, -1.114, 0.516, -0.616, 0.127, 0.062, 0.513, 0.304, 0.208, 0.288, 0.398, -1.109, 0.608, -0.294, -0.726, 0.285, 0.383, 0.255, 0.214, 0.210, -0.682, 0.803, -0.962, -1.145, 0.196, -0.538, -0.851, -0.911, 0.562, -0.740, 0.442, -1.021, -1.136, -1.062, 0.280, 0.315, 0.343, 0.337, -0.168, 0.473, 0.301, 0.372, 0.262, 0.571, 0.557, 0.334, 0.523, 0.425, 0.313, 0.254, 0.291, 0.335, 0.317, 0.328, 0.332, 0.284, -0.792, 0.633, -0.843, 0.402, -0.158, -0.698, -0.295, -0.477, -0.463, 0.384, 0.369, 0.326, 0.336, 0.338, -0.167, -0.436, -0.008, 0.303, 0.315], "relative_energy_ev": 0.000, "gap_ev": 5.55}

---

[2]
{"formula": "C23H40Cl3CrN4O3Si", "method": "the ωB97M-V functional and the def2-TZVPD basis", "elements": ["C", "C", "H", "H", "H", "C", "C", "H", "H", "H", "H", "Cr", "Cl", "Cl", "C", "O", "N", "C", "C", "H", "H", "H", "H", "H", "H", "H", "H", "H", "C", "C", "N", "H", "C", "O", "H", "H", "H", "H", "O", "C", "C", "C", "H", "C", "H", "C", "H", "C", "C", "H", "H", "H", "Si", "Cl", "C", "C", "C", "H", "H", "H", "H", "H", "H", "H", "H", "H", "N", "C", "C", "N", "C", "H", "H", "H", "H"], "xyz": [[-4.682, -0.985, -1.807], [-3.477, -0.654, -2.627], [-5.595, -0.895, -2.410], [-4.762, -0.324, -0.929], [-4.599, -2.014, -1.424], [-3.522, -0.045, -3.823], [-4.783, 0.309, -4.543], [-2.602, 0.214, -4.355], [-5.508, 0.849, -3.915], [-5.281, -0.581, -4.954], [-4.534, 0.957, -5.393], [-0.564, 0.086, 0.866], [-0.828, -2.078, 1.321], [-1.017, 1.655, 3.147], [1.573, -1.318, -0.913], [0.950, -0.281, -0.604], [2.681, -1.287, -1.674], [3.236, -0.023, -2.153], [3.258, -2.503, -2.227], [1.242, -2.323, -0.591], [3.121, 0.758, -1.393], [2.755, 0.298, -3.093], [4.302, -0.190, -2.356], [2.781, -3.366, -1.748], [4.337, -2.515, -2.031], [3.094, -2.557, -3.313], [-3.137, 2.416, -1.208], [-1.780, 2.726, -3.605], [-2.423, 3.201, -0.907], [-1.144, 3.398, -3.009], [-1.161, 3.013, -1.608], [-2.246, 3.138, 0.172], [-0.132, 2.406, -1.004], [-0.163, 2.046, 0.197], [-0.117, 3.358, -3.388], [0.768, 2.255, -1.633], [-2.829, 4.183, -1.177], [-1.537, 4.417, -3.106], [-1.854, 0.133, -1.156], [-2.136, -0.933, -1.930], [-0.299, -0.083, -3.426], [-0.983, -1.175, -2.904], [-0.526, 0.904, -3.006], [0.599, -0.261, -4.484], [-2.280, -1.854, -1.334], [-0.635, -2.470, -3.278], [1.062, 0.617, -4.949], [0.866, -1.556, -4.940], [0.293, -2.663, -4.304], [-1.137, -3.304, -2.782], [1.554, -1.709, -5.778], [0.555, -3.681, -4.617], [-3.106, 0.889, 3.219], [-2.941, 0.424, 1.099], [-3.662, 2.691, 3.476], [-2.429, -0.543, 4.266], [-4.952, 0.298, 3.467], [-3.500, 3.269, 2.557], [-3.095, 3.172, 4.282], [-4.726, 2.765, 3.725], [-5.648, 0.942, 2.917], [-5.187, 0.385, 4.535], [-5.099, -0.741, 3.151], [-1.873, -1.257, 3.642], [-3.246, -1.094, 4.751], [-1.746, -0.173, 5.040], [3.030, 0.801, 2.856], [2.555, -0.195, 3.708], [1.410, -0.678, 3.137], [1.160, 0.054, 1.988], [2.150, 0.919, 1.820], [3.840, 1.393, 2.981], [3.041, -0.484, 4.625], [0.749, -1.476, 3.433], [2.258, 1.639, 1.017]], "lowdin_spin": [0.000, -0.001, 0.000, 0.000, 0.000, 0.003, 0.001, 0.000, 0.000, 0.000, 0.000, 3.693, 0.043, 0.042, 0.011, 0.040, 0.006, 0.001, 0.001, 0.001, 0.000, 0.000, 0.000, 0.000, 0.000, 0.000, 0.000, 0.000, 0.000, 0.000, 0.002, 0.000, 0.008, 0.020, 0.000, 0.001, 0.000, 0.000, 0.028, 0.003, 0.000, 0.001, 0.000, 0.000, 0.000, 0.000, 0.000, 0.000, 0.000, 0.000, 0.000, 0.000, 0.005, 0.037, 0.002, 0.001, 0.001, 0.000, 0.001, 0.000, 0.000, 0.000, 0.000, 0.001, 0.000, 0.000, 0.007, 0.000, 0.008, 0.011, 0.017, 0.000, 0.000, 0.001, 0.001], "charge": -1, "relative_energy_ev": 1.347, "spin_multiplicity": 5, "gap_ev": [5.15, 6.29]}

---

[3]
{"formula": "C23H40Cl3LuN4O3Si", "method": "the ωB97M-V functional and the def2-TZVPD basis", "elements": ["C", "C", "H", "H", "H", "C", "C", "H", "H", "H", "H", "Lu", "Cl", "Cl", "C", "O", "N", "C", "C", "H", "H", "H", "H", "H", "H", "H", "H", "H", "C", "C", "N", "H", "C", "O", "H", "H", "H", "H", "O", "C", "C", "C", "H", "C", "H", "C", "H", "C", "C", "H", "H", "H", "Si", "Cl", "C", "C", "C", "H", "H", "H", "H", "H", "H", "H", "H", "H", "N", "C", "C", "C", "N", "H", "H", "H", "H"], "xyz": [[-3.665, 0.121, 2.126], [-4.048, -0.349, 0.763], [-3.755, 1.216, 2.183], [-2.619, -0.127, 2.359], [-4.336, -0.291, 2.900], [-5.278, -0.128, 0.266], [-6.350, 0.575, 1.026], [-5.558, -0.471, -0.726], [-6.061, 1.573, 1.377], [-6.677, 0.012, 1.908], [-7.222, 0.676, 0.377], [1.781, -0.251, 2.157], [2.731, -1.305, 4.148], [0.339, -2.183, 1.413], [3.233, -2.161, 0.164], [2.996, -0.955, 0.476], [3.659, -2.453, -1.049], [3.807, -1.355, -2.002], [3.712, -3.823, -1.536], [3.056, -2.993, 0.873], [4.411, -0.554, -1.570], [2.831, -0.955, -2.300], [4.313, -1.772, -2.874], [4.000, -4.485, -0.709], [4.460, -3.864, -2.328], [2.741, -4.139, -1.951], [1.580, 4.908, 3.599], [-0.712, 2.789, 2.113], [1.317, 5.178, 2.565], [-0.426, 3.691, 1.541], [0.977, 3.990, 1.797], [2.176, 5.676, 2.105], [1.963, 3.151, 1.425], [1.934, 1.904, 1.481], [-0.607, 3.483, 0.472], [2.854, 3.676, 1.023], [0.461, 5.854, 2.560], [-1.007, 4.546, 1.889], [-1.882, -0.123, -0.211], [-2.947, -1.060, -0.016], [-3.952, -1.089, -2.370], [-3.413, -1.778, -1.283], [-4.210, -0.028, -2.252], [-4.139, -1.740, -3.602], [-2.514, -1.799, 0.670], [-3.199, -3.164, -1.391], [-4.516, -1.171, -4.452], [-3.830, -3.101, -3.737], [-3.395, -3.821, -2.613], [-2.843, -3.702, -0.508], [-3.919, -3.591, -4.707], [-3.197, -4.893, -2.694], [-0.767, -0.070, -1.497], [-0.513, 0.758, 2.962], [-1.550, 0.776, -2.994], [-0.181, -1.801, -1.963], [0.688, 0.959, -0.999], [-2.057, 0.080, -3.681], [-0.759, 1.284, -3.573], [-2.288, 1.532, -2.680], [0.494, 2.026, -1.182], [1.608, 0.663, -1.515], [0.819, 0.839, 0.081], [-0.931, -2.371, -2.531], [0.039, -2.353, -1.032], [0.731, -1.741, -2.579], [4.640, 1.986, 3.034], [5.975, 2.161, 2.839], [6.411, 1.068, 2.108], [5.283, 0.258, 1.923], [4.191, 0.819, 2.474], [3.985, 2.593, 3.527], [6.501, 3.016, 3.229], [7.408, 0.861, 1.749], [5.218, -0.688, 1.424]], "mulliken_charge": [-1.261, 0.390, 0.286, -0.083, 0.371, 0.118, -1.513, 0.399, 0.301, 0.320, 0.379, 1.042, -0.563, -0.615, -0.273, -0.057, 0.257, -0.831, -0.913, 0.541, 0.266, 0.147, 0.401, 0.366, 0.333, 0.300, 0.315, 0.078, -0.862, -0.476, 0.276, 0.322, -0.416, -0.351, 0.185, 0.442, 0.292, 0.318, 0.031, 0.242, -0.105, 0.050, 0.543, -0.887, 0.235, -0.237, 0.393, -0.500, -0.645, 0.362, 0.391, 0.382, 0.191, -0.644, -1.338, -0.705, 0.171, 0.336, 0.457, 0.290, 0.527, 0.329, -0.866, 0.309, 0.129, 0.391, -0.235, -0.188, -0.856, -0.421, 0.177, 0.147, 0.437, 0.358, 0.518], "relative_energy_ev": 0.794, "gap_ev": 8.36}

---

[4]
{"formula": "C23H40ClFINO12P3S", "method": "the ωB97M-V functional and the def2-TZVPD basis", "elements": ["C", "C", "C", "O", "O", "C", "C", "C", "C", "C", "C", "N", "C", "C", "P", "O", "C", "C", "C", "C", "C", "O", "C", "C", "O", "S", "C", "O", "O", "C", "C", "C", "O", "F", "P", "O", "Cl", "C", "I", "P", "O", "O", "O", "H", "H", "H", "H", "H", "H", "H", "H", "H", "H", "H", "H", "H", "H", "H", "H", "H", "H", "H", "H", "H", "H", "H", "H", "H", "H", "H", "H", "H", "H", "H", "H", "H", "H", "H", "H", "H", "H", "H", "H"], "xyz": [[-3.512, 3.677, 3.400], [-2.375, 4.415, 3.444], [-1.386, 4.443, 2.313], [-0.304, 4.916, 2.377], [-1.828, 3.828, 1.161], [-1.703, 4.636, -0.015], [-3.085, 4.896, -0.699], [-3.429, 3.764, -1.702], [-3.509, 2.348, -1.050], [-2.630, 1.310, -1.803], [-2.733, -0.128, -1.153], [-1.436, -0.853, -1.055], [-0.743, -1.010, 0.273], [-1.645, -1.724, 1.318], [-0.775, 0.763, 1.013], [-1.986, 1.009, 1.829], [0.682, -1.684, -0.074], [1.600, -0.451, -0.362], [3.044, -0.678, -0.926], [4.111, 0.298, -0.306], [5.312, -0.460, 0.345], [5.023, -0.766, 1.714], [5.328, 0.216, 2.611], [5.927, 1.584, 2.255], [5.144, -0.027, 3.749], [1.389, -2.409, 1.456], [1.402, -1.273, 2.899], [2.779, -2.774, 1.302], [0.694, -3.586, 1.938], [0.210, -2.645, -1.277], [1.286, -2.712, -2.456], [1.107, -3.877, -3.431], [0.239, -4.072, -4.172], [2.153, -4.773, -3.482], [0.310, -4.587, -1.001], [1.747, -4.908, -0.269], [-1.213, -5.208, 0.283], [-1.182, -2.114, -1.855], [-1.119, -1.172, -3.875], [-2.645, -3.264, -2.124], [-3.503, -2.711, -3.182], [-2.293, -4.742, -2.612], [-3.528, -3.243, -0.750], [-3.461, 2.593, 3.208], [-4.500, 4.136, 3.548], [-2.128, 4.994, 4.343], [-1.123, 4.033, -0.746], [-1.211, 5.605, 0.149], [-2.963, 5.824, -1.284], [-3.907, 5.021, 0.024], [-4.433, 4.002, -2.103], [-2.758, 3.771, -2.582], [-4.550, 1.991, -1.191], [-3.327, 2.323, 0.038], [-3.063, 1.253, -2.819], [-1.588, 1.655, -1.942], [-3.506, -0.630, -1.761], [-3.238, 0.036, -0.184], [-0.794, -0.219, -1.559], [-1.460, -1.377, 2.347], [-2.718, -1.535, 1.153], [-1.531, -2.819, 1.340], [0.346, 0.981, 1.862], [-0.600, 1.740, -0.013], [1.135, 0.314, -1.023], [1.820, 0.099, 0.573], [3.006, -0.462, -2.012], [3.437, -1.698, -0.833], [3.662, 1.028, 0.389], [4.556, 0.846, -1.159], [5.397, -1.436, -0.169], [6.275, 0.044, 0.173], [6.910, 1.391, 1.774], [6.151, 2.114, 3.186], [5.342, 2.167, 1.529], [1.642, -1.923, 3.754], [2.204, -0.534, 2.739], [0.437, -0.781, 3.078], [2.207, -2.973, -1.893], [1.511, -1.738, -2.903], [2.411, -5.036, -0.971], [-2.673, -4.887, -3.498], [-3.838, -4.159, -0.614]], "mulliken_charge": [-0.552, -0.426, 0.485, -0.567, -0.078, -0.549, -0.642, -1.071, -0.189, -0.907, -1.751, 0.887, -0.424, -1.209, 0.696, -0.697, 1.823, -1.741, -1.018, -0.660, -0.865, -0.353, 0.800, -1.033, -0.527, 1.820, -0.789, -0.703, -0.704, 1.489, -1.986, 0.190, -0.357, -0.308, 0.570, -0.457, -0.189, -1.523, 0.263, 1.359, -0.801, -0.479, -0.522, 0.237, 0.279, 0.430, 0.149, 0.588, 0.340, 0.315, 0.382, 0.430, 0.401, 0.297, 0.516, 0.361, 0.607, 0.601, 0.562, 0.518, 0.192, 0.205, 0.209, -0.010, 0.049, 0.110, 0.547, 0.403, 0.534, 0.310, 0.519, 0.272, 0.327, 0.354, 0.274, 0.472, 0.150, 0.281, 0.560, 0.741, 0.389, 0.395, 0.395], "charge": 1, "gap_ev": 6.91}